# 1
Molecular formula: C60H55BaClN2O8P3Si
Method: DFT, the ωB97M-V functional and the def2-TZVPD basis

```
! RIJCOSX wB97M-V def2-TZVPD def2/J DEFGRID3
* xyz -1 1
Ba -10.96896 -7.40900 20.62467
C -10.50877 0.27360 18.62939
C -11.39249 -0.81395 18.63549
C -10.93279 -2.10456 18.85058
C -9.56161 -2.34909 19.04727
C -8.66704 -1.27377 19.06796
C -9.14049 0.01665 18.87938
P -9.16662 -4.14421 19.17376
C -9.43366 -4.53768 17.39647
C -10.78368 -4.63375 17.03415
C -11.14302 -4.75147 15.67911
C -10.18317 -4.70567 14.67345
C -8.83983 -4.72357 15.06155
C -8.45248 -4.69435 16.40646
C -7.41299 -4.27182 19.50278
C -6.57807 -3.50527 18.69297
C -5.20340 -3.39185 18.92964
C -4.65536 -3.99062 20.06652
C -5.46162 -4.80724 20.86994
C -6.83706 -5.02649 20.56504
Si -7.74985 -6.35735 21.56676
C -7.74518 -5.91863 23.48210
C -6.75425 -6.45508 24.34981
C -6.77675 -6.22301 25.72570
C -7.84595 -5.47571 26.30380
C -8.83095 -4.97260 25.49596
C -8.77570 -5.16742 24.10164
P -10.05467 -4.33141 23.15501
C -11.49831 -3.96813 24.24236
C -11.41995 -2.96147 25.19054
C -12.53928 -2.63907 25.99406
C -13.65781 -3.45392 26.03170
C -13.71423 -4.49308 25.09242
C -12.63959 -4.76525 24.20936
C -9.34299 -2.66705 22.92149
C -7.95320 -2.50882 22.87355
C -7.45020 -1.21680 22.73470
C -8.23235 -0.07120 22.69237
C -9.62832 -0.26740 22.77383
C -10.19194 -1.53274 22.85904
C -6.94545 -8.12842 21.28838
C -6.95189 -9.02021 22.38773
C -6.34531 -10.27148 22.33363
C -5.72235 -10.69400 21.17120
C -5.80228 -9.92817 20.02958
C -6.43488 -8.67501 20.06728
P -6.43907 -7.80453 18.46108
C -7.22485 -8.90852 17.26007
C -7.40235 -8.37904 15.96806
C -8.07542 -9.10509 14.96678
C -8.61590 -10.38163 15.25901
C -8.42784 -10.89056 16.52857
C -7.77322 -10.15355 17.56415
C -4.67659 -7.89156 17.97408
C -3.72245 -7.74167 18.98139
C -2.35823 -7.87994 18.68780
C -1.95474 -8.15106 17.38023
C -2.91378 -8.22008 16.39117
C -4.27237 -8.14368 16.66782
H -10.84616 1.29541 18.52133
H -12.44999 -0.63895 18.43850
H -11.63716 -2.90727 18.90277
H -7.59561 -1.44168 19.31743
H -8.40831 0.82741 19.00419
H -11.57086 -4.58884 17.79659
H -12.19359 -4.89751 15.46922
H -10.45497 -4.67139 13.61859
H -8.04701 -4.77667 14.30688
H -7.39467 -4.76956 16.66631
H -7.00614 -2.96567 17.82655
H -4.60228 -2.88027 18.18024
H -3.61721 -3.81733 20.35798
H -5.02276 -5.32736 21.74628
H -5.96735 -7.07969 23.89498
H -5.97205 -6.63854 26.36417
H -7.89993 -5.31397 27.39737
H -9.64110 -4.33275 25.91721
H -10.48429 -2.37633 25.27915
H -12.49534 -1.73893 26.60638
H -14.44852 -3.29786 26.77400
H -14.62201 -5.06177 24.99369
H -12.65058 -5.68427 23.62535
H -7.28934 -3.34848 22.92521
H -6.38139 -1.11890 22.56699
H -7.84259 0.95928 22.60894
H -10.31950 0.57567 22.72752
H -11.26919 -1.61785 22.84884
H -7.50675 -8.71282 23.29035
H -6.31470 -10.86472 23.26682
H -5.20737 -11.64983 21.11514
H -5.32163 -10.20981 19.10068
H -7.03517 -7.37890 15.71067
H -8.13274 -8.69386 13.95529
H -9.13120 -10.96328 14.48970
H -8.79123 -11.86756 16.78907
H -7.65152 -10.59417 18.55791
H -4.06930 -7.46731 19.97438
H -1.61912 -7.81216 19.50321
H -0.88572 -8.22233 17.16639
H -2.59773 -8.33914 15.35098
H -5.00026 -8.32960 15.87960
C -13.58986 -10.37408 22.43362
C -14.10961 -9.89273 21.12835
N -13.75640 -8.71877 20.63821
C -14.48140 -8.56224 19.46823
C -15.19602 -9.75405 19.21473
N -14.99110 -10.54226 20.34778
C -16.08301 -10.33345 18.15961
O -16.36986 -9.55726 17.11408
O -16.47418 -11.48174 18.25944
C -14.23407 -7.34257 18.55577
O -14.78576 -7.23908 17.41794
O -13.37413 -6.48226 19.03544
H -12.50374 -10.47599 22.33352
H -14.07057 -11.32008 22.69582
H -13.81366 -9.63885 23.18297
H -15.32180 -11.50282 20.42276
H -15.86139 -8.66753 17.12201
O -10.47450 -7.54761 18.05664
H -10.67673 -8.49966 17.83285
H -11.04678 -7.02797 17.44749
O -10.35020 -8.32258 23.07746
H -10.86701 -8.44075 23.88824
H -10.34651 -9.19093 22.59316
O -12.79254 -4.84702 21.02733
H -13.36890 -5.44969 20.46766
H -13.21465 -4.76705 21.89375
O -11.50158 -10.14373 17.99064
H -11.04619 -10.60544 18.72401
H -11.61231 -10.77731 17.28382
Cl -10.04058 -10.25124 20.81195
*
```

**Energy above the lowest of the compared OMol25 structures with the same formula, charge and spin**: 60.63 kJ/mol
**Electronic energy**: -131440.81950 eV
**HOMO energy**: -3.14 eV
**Gap between HOMO and LUMO**: 4.9 eV

=====

# 2
Molecular formula: C29H54BBr14ClN3O8S
Method: DFT, the ωB97M-V functional and the def2-TZVPD basis

```
! RIJCOSX wB97M-V def2-TZVPD def2/J DEFGRID3
* xyz -1 1
C -3.05258 -6.03720 -2.13599
C -2.48508 -4.97995 -3.03685
O -2.28236 -5.12683 -4.21471
O -2.25038 -3.82647 -2.39685
C -1.26090 -2.94866 -2.97441
C -0.62748 -2.14777 -1.85531
C 0.57806 -2.78423 -1.11437
N 0.84246 -4.15207 -1.58455
C 0.35465 -5.10467 -1.01626
O -0.11702 -6.01876 -0.47304
O 0.42610 -2.72385 0.26292
B 0.85710 -1.31852 0.69131
C 1.80250 -1.27376 2.03348
N 3.00421 -0.41244 1.92334
C -0.50516 -0.37216 0.96779
C -1.52491 -1.16682 1.68232
O -1.43353 -1.84041 2.63964
Cl -3.21097 -1.04779 0.91114
O 1.52014 -0.79005 -0.57470
C 1.81026 -1.88820 -1.34112
S 3.27308 -2.85175 -0.64342
O 1.91441 -1.57095 -2.69821
C 3.13733 -1.11174 -3.25001
C 3.93079 -2.20350 -3.95667
N 3.57223 -2.34438 -5.37392
C 2.32692 -3.10136 -5.59394
C 1.39010 -2.41742 -6.58802
C 0.93253 -1.04861 -6.11452
O 0.28998 -3.28260 -6.85982
H -2.89712 -5.80406 -1.08498
H -4.12743 -6.11509 -2.32279
H -2.59133 -6.98714 -2.40141
H -1.77172 -2.26486 -3.65962
H -0.54626 -3.53717 -3.54920
H -0.33872 -1.16806 -2.23278
H -1.39847 -2.02407 -1.09030
H 1.20034 -0.84433 2.83984
H 2.16560 -2.24983 2.36548
H 2.74015 0.46795 1.49961
H 3.67799 -0.85539 1.31353
H -0.29889 0.51990 1.56919
H -0.93457 -0.03923 0.02139
H 4.17052 -1.87010 -0.74002
H 2.86603 -0.35529 -3.99293
H 3.74021 -0.59021 -2.50092
H 3.76344 -3.14027 -3.41207
H 5.00076 -1.98629 -3.88727
H 4.31505 -2.88689 -5.79667
H 2.56337 -4.08495 -6.01381
H 1.80306 -3.27410 -4.64758
H 1.92721 -2.31827 -7.53747
H 1.79920 -0.44860 -5.83556
H 0.38581 -0.53552 -6.91057
H 0.28508 -1.16023 -5.23555
H -0.37789 -3.18596 -6.16798
Br -2.96269 -2.78819 -5.56537
C -2.63351 -1.64151 -7.10332
C -3.90135 -1.28502 -7.83151
Br -4.57399 -2.76988 -8.89772
H -1.92018 -2.16665 -7.73166
H -2.16987 -0.74260 -6.70243
H -3.71371 -0.48079 -8.53927
H -4.70411 -1.00184 -7.15756
Br -7.31959 -1.41272 -5.67859
C -8.59777 -2.09098 -6.97237
C -8.42079 -1.46327 -8.32888
Br -9.09286 0.36149 -8.38784
H -9.58470 -1.91483 -6.55715
H -8.41098 -3.16072 -7.03464
H -8.99083 -2.01141 -9.07517
H -7.37728 -1.42306 -8.62479
Br 2.16017 2.74067 0.47234
C 0.97577 2.28645 -0.99741
C 1.55289 2.65784 -2.33337
Br 1.46461 4.57487 -2.68437
H 0.02694 2.77549 -0.79997
H 0.86140 1.20352 -0.93748
H 0.98246 2.18879 -3.13147
H 2.59786 2.37770 -2.41655
Br 4.38635 0.64940 5.60748
C 2.71831 1.30383 6.35658
C 1.50618 0.78701 5.62865
Br 1.24945 1.65721 3.91833
H 2.76788 2.38791 6.32157
H 2.70556 0.96805 7.39165
H 0.61459 1.00931 6.21175
H 1.55614 -0.27915 5.42465
Br 1.63787 5.18850 5.49203
C 1.79891 5.89266 7.29392
C 2.25929 4.83479 8.25990
Br 0.84544 3.56113 8.66371
H 0.82839 6.29686 7.56153
H 2.52653 6.69894 7.24449
H 2.54186 5.27892 9.21143
H 3.08879 4.25556 7.86591
Br 1.18827 9.45654 8.04514
C 0.05842 9.11963 6.49442
C 0.68765 9.60834 5.21793
Br 0.61063 11.54475 5.06330
H -0.89368 9.59819 6.69759
H -0.07515 8.04089 6.44926
H 0.14501 9.21826 4.36048
H 1.73379 9.33027 5.14398
Br 2.73493 0.60842 11.48296
C 1.00515 0.66921 12.36226
C 0.43651 2.06323 12.38796
Br 1.32477 3.19269 13.69818
H 1.14477 0.26115 13.35794
H 0.35754 0.01348 11.78479
H -0.61018 2.03848 12.68202
H 0.53824 2.56320 11.43003
*
```

**Energy above the lowest of the compared OMol25 structures with the same formula, charge and spin**: 0.00 kJ/mol
**Electronic energy**: -1056433.62364 eV
**HOMO energy**: -5.00 eV
**Gap between HOMO and LUMO**: 6.5 eV

=====

# 3
Molecular formula: C5H4BN3O
Method: DFT, the ωB97M-V functional and the def2-TZVPD basis

```
! RIJCOSX wB97M-V def2-TZVPD def2/J DEFGRID3
* xyz 0 1
C 2.10251 -1.14482 0.50109
C 0.83518 -0.29508 0.37151
C -0.36523 -0.75814 0.31425
N -1.47454 -1.15194 0.56049
C -2.59533 -1.52425 -0.04724
N -3.64481 -1.92913 -0.24057
C 1.10056 1.06533 0.17766
N 1.49110 2.10964 -0.05928
H 1.95602 -1.79247 1.34789
H 2.43229 -1.62830 -0.30939
H 2.94937 -0.55101 0.62367
B -1.62858 2.56565 -1.04828
O -1.94789 1.62683 -0.42251
H -1.21065 3.40770 -1.76928
*
```

**Energy above the lowest of the compared OMol25 structures with the same formula, charge and spin**: 63.40 kJ/mol
**Electronic energy**: -12441.37507 eV
**HOMO energy**: -9.67 eV
**Structure (SMILES)**: CC(=C=NC#N)C#N.B=O
**Gap between HOMO and LUMO**: 9.4 eV

=====

# 4
Molecular formula: C4H10S
Method: DFT, the ωB97M-V functional and the def2-TZVPD basis

```
! RIJCOSX wB97M-V def2-TZVPD def2/J DEFGRID3
* xyz 0 1
C -1.33253 -0.73725 -0.58930
C -1.88475 -0.16802 0.73002
C -1.73137 1.01998 -0.02961
S 1.46655 0.19726 -0.13853
C 3.22827 0.16853 0.15702
H -2.21378 -1.13305 -1.11591
H -0.64514 -1.55056 -0.28873
H -0.60751 -0.17543 -1.21321
H -2.86770 -0.46525 1.10111
H -1.16573 -0.37604 1.58187
H -0.79164 1.59135 -0.00800
H -2.40238 1.39367 -0.80820
H 3.61596 0.78598 1.01390
H 3.79192 0.30550 -0.79217
H 3.53983 -0.85668 0.39973
*
```

**Energy above the lowest of the compared OMol25 structures with the same formula, charge and spin**: 479.20 kJ/mol
**Electronic energy**: -15140.40093 eV
**HOMO energy**: -6.29 eV
**Gap between HOMO and LUMO**: 5.0 eV